[1]
The following is a quantum chemistry calculation of the ion C3H4NO2S with charge -1 at a distorted geometry, from OMol25.

Bonds (Å) are listed after each position.
Element x y z (Å)
1 C -1.42551 0.09344 -0.25609  N4 1.278, H8 1.108, H9 1.090
2 C 1.35756 1.36062 -0.02199  C3 1.744, O5 1.188, O6 1.223
3 C 0.85616 -0.29330 0.21251  C2 1.744, N4 1.386, S7 1.783, H10 1.111
4 N -0.32438 -0.51518 -0.47827  C1 1.278, C3 1.386
5 O 2.47170 1.57165 0.33146  C2 1.188
6 O 0.44047 1.95874 -0.56733  C2 1.223
7 S 2.27465 -1.28736 -0.20937  C3 1.783, H11 1.349
8 H -2.20397 0.05146 -1.04293  C1 1.108
9 H -1.72849 0.73593 0.57027  C1 1.090
10 H 0.71975 -0.36299 1.31297  C3 1.111
11 H 2.87584 -0.14532 -0.60164  S7 1.349

Computed properties:
Charge: -1
Spin multiplicity: 3
Largest force on an atom, hartree/bohr: 0.1078
Kohn-Sham gap (spin up / spin down), eV: 4.90 / 6.00

These are the natural (NBO) partial charges, in e, on atoms 1 to 6: -0.434 0.797 -0.416 -0.165 -0.732 -0.735

[2]
The following is a quantum chemistry calculation of a cluster of 2 separate species, C4H13N2O in total at a distorted geometry, from OMol25.

Bonds (Å) are listed after each position.
Element x y z (Å)
1 C 0.35936 -0.92619 1.45166  C2 1.585, N6 1.493, H7 1.106, H8 1.064
2 C 0.60656 -1.99063 0.30370  C1 1.585, C3 1.507, H9 1.093, H10 1.110
3 C 0.61733 -1.49855 -1.12116  C2 1.507, C4 1.372, H11 1.083
4 C -0.60677 -1.18269 -1.65385  C3 1.372, N5 1.376, H12 1.132
5 N -0.91383 -0.21235 -2.57925  C4 1.376, H13 1.013, H14 1.011
6 N 1.23722 0.22265 1.07930  C1 1.493, H15 1.025, H16 1.018, H17 1.023
7 H -0.64983 -0.53540 1.22334  C1 1.106
8 H 0.44272 -1.37268 2.41405  C1 1.064
9 H -0.25036 -2.66411 0.38259  C2 1.093
10 H 1.46491 -2.62933 0.60071  C2 1.110
11 H 1.46979 -1.19103 -1.71332  C3 1.083
12 H -1.49513 -1.84088 -1.41233  C4 1.132
13 H -0.18500 0.19578 -3.15192  N5 1.013
14 H -1.64476 -0.57300 -3.17824  N5 1.011
15 H 0.84575 0.99383 1.62878  N6 1.025
16 H 1.17841 0.36028 0.07202  N6 1.018
17 H 2.19916 0.07919 1.39778  N6 1.023
18 H -2.29663 5.17311 1.28327  O20 0.965
19 H -1.00920 4.60106 1.88588  O20 0.959
20 O -1.36971 4.99093 1.08700  H18 0.965, H19 0.959

Computed properties:
Charge: +1
Largest force on an atom, hartree/bohr: 0.0859
Kohn-Sham gap, eV: 8.67

These are the natural (NBO) partial charges, in e, on atoms 1 to 6: -0.234 -0.447 -0.434 0.079 -0.770 -0.678

[3]
The following is a quantum chemistry calculation of a cluster of 2 separate species, C3H6INO2 in total at a distorted geometry, from OMol25.

Bonds (Å) are listed after each position.
Element x y z (Å)
1 C -1.77342 -0.69023 0.29925  N2 1.286, H5 1.045, H6 1.068
2 N -0.58112 -1.17081 0.27929  C1 1.286, O3 1.238, O4 1.427
3 O -0.26710 -1.99076 -0.59374  N2 1.238
4 O 0.36311 -0.99135 1.33423  N2 1.427, H7 0.965
5 H -2.45417 -0.98913 -0.43539  C1 1.045
6 H -1.97536 0.01413 1.07569  C1 1.068
7 H 0.52822 -1.91340 1.56425  O4 0.965
8 C 0.50840 1.40937 -1.13465  C9 1.313, H11 1.131, H12 1.083
9 C 1.26562 1.47692 -0.06374  C8 1.313, I10 2.122, H13 1.145
10 I 3.11521 0.44385 -0.18039  C9 2.122
11 H 0.90355 1.38567 -2.19421  C8 1.131
12 H -0.55514 1.54248 -0.97897  C8 1.083
13 H 0.92219 1.47325 1.02838  C9 1.145

Computed properties:
Largest force on an atom, hartree/bohr: 0.0595
Kohn-Sham gap, eV: 9.19

These are the natural (NBO) partial charges, in e, on atoms 1 to 6: -0.231 0.354 -0.486 -0.542 0.223 0.198

[4]
The following is a quantum chemistry calculation of an isolated molecule of C2H13N3Si3 at a distorted geometry, from OMol25.

Bonds (Å) are listed after each position.
Element x y z (Å)
1 C 1.90504 3.22369 2.23175  N2 1.422, H9 1.015, H10 1.120, H11 1.218
2 N 1.69173 2.41732 1.08018  C1 1.422, Si3 1.622
3 Si 0.70652 2.06111 -0.15820  N2 1.622, N4 1.714, H12 1.413
4 N 1.33478 1.08164 -1.41633  Si3 1.714, Si5 1.722, H13 0.972
5 Si 0.62176 -0.18227 -2.34373  N4 1.722, N6 1.770, H14 1.645, H15 1.475
6 N -0.63408 -1.02154 -1.42168  Si5 1.770, Si7 1.725, H16 0.983
7 Si -0.46652 -1.85877 0.07745  N6 1.725, C8 1.931, H17 1.415, H18 1.575
8 C -2.22115 -2.65455 0.19941  Si7 1.931, H19 1.048, H20 1.000, H21 1.179
9 H 2.87585 3.49245 2.35977  C1 1.015
10 H 1.26273 4.13696 2.14746  C1 1.120
11 H 1.67515 2.51414 3.19465  C1 1.218
12 H -0.67785 2.25908 -0.36167  Si3 1.413
13 H 2.27285 1.33687 -1.41330  N4 0.972
14 H 0.02333 0.50835 -3.71139  Si5 1.645
15 H 1.72220 -1.13385 -2.58717  Si5 1.475
16 H -1.27665 -1.32087 -2.10274  N6 0.983
17 H -0.29408 -0.78551 0.98289  Si7 1.415
18 H 0.52327 -3.02181 0.46120  Si7 1.575
19 H -2.93529 -1.92335 -0.03028  C8 1.048
20 H -2.23839 -3.50900 -0.31919  C8 1.000
21 H -2.45752 -3.03165 1.29130  C8 1.179

Computed properties:
Largest force on an atom, hartree/bohr: 0.1112
Kohn-Sham gap, eV: 9.06

These are the natural (NBO) partial charges, in e, on atoms 1 to 6: -0.380 -1.129 1.726 -1.522 1.506 -1.492

[5]
The following is a quantum chemistry calculation of an isolated molecule of C4H8N2O at a distorted geometry, from OMol25.

Bonds (Å) are listed after each position.
Element x y z (Å)
1 N -1.06434 2.49708 0.04148  C2 1.156
2 C -0.99986 1.35342 0.19901  N1 1.156, C3 1.476
3 C -0.86695 -0.10807 0.35842  C2 1.476, N4 1.466, C5 1.542, H8 1.100
4 N -2.15929 -0.70368 0.00639  C3 1.466, H9 1.016, H10 1.018
5 C 0.26861 -0.59449 -0.56372  C3 1.542, C6 1.523, H11 1.095, H12 1.097
6 C 1.55995 0.20213 -0.42665  C5 1.523, O7 1.417, H13 1.100, H14 1.101
7 O 2.02746 0.07334 0.90468  C6 1.417, H15 0.965
8 H -0.56514 -0.29488 1.39980  C3 1.100
9 H -2.13225 -1.71095 0.13736  N4 1.016
10 H -2.87152 -0.35125 0.64189  N4 1.018
11 H -0.07446 -0.53869 -1.60252  C5 1.095
12 H 0.48703 -1.64443 -0.33389  C5 1.097
13 H 1.38204 1.25768 -0.67967  C6 1.100
14 H 2.29240 -0.19230 -1.14756  C6 1.101
15 H 2.71406 0.73605 1.04707  O7 0.965

Computed properties:
Largest force on an atom, hartree/bohr: 0.0209
Kohn-Sham gap, eV: 10.93

These are the natural (NBO) partial charges, in e, on atoms 1 to 6: -0.328 0.282 -0.153 -0.810 -0.410 -0.067

[6]
The following is a quantum chemistry calculation of a cluster of 2 separate species, C2H4FPS in total at a distorted geometry, from OMol25.

Bonds (Å) are listed after each position.
Element x y z (Å)
1 C -0.26907 1.22746 -0.37888  C2 1.570, P4 1.629, H6 1.061
2 C -0.31449 -0.21625 0.23545  C1 1.570, H7 1.083, H8 1.062, H9 1.073
3 F 1.47701 3.83213 -0.75637  S5 1.678
4 P -1.67459 2.04405 -0.27778  C1 1.629
5 S -0.01127 4.59278 -0.61175  F3 1.678
6 H 0.57916 1.73492 -0.76464  C1 1.061
7 H 0.31714 -0.99320 -0.17664  C2 1.083
8 H -1.22344 -0.71327 -0.00052  C2 1.062
9 H -0.10836 -0.24360 1.28818  C2 1.073

Computed properties:
Largest force on an atom, hartree/bohr: 0.0489
Kohn-Sham gap (spin up / spin down), eV: 7.02 / 6.78

These are the natural (NBO) partial charges, in e, on atoms 1 to 6: -0.664 -0.665 -0.510 0.695 0.188 0.264

[7]
The following is a quantum chemistry calculation of a cluster of 8 separate species, C14H24F3N5O19 in total at a distorted geometry, from OMol25.

Bonds (Å) are listed after each position.
Element x y z (Å)
1 O -1.50849 0.93064 -2.13305  C2 1.226
2 C -0.60960 0.48772 -1.42600  O1 1.226, O3 1.344, O7 1.278
3 O -0.10020 1.15228 -0.37457  C2 1.344, C4 1.400
4 C 0.82448 0.45840 0.41493  O3 1.400, C5 1.503, H8 1.090, H9 1.090
5 C 0.76453 -0.86090 -0.30302  C4 1.503, F6 1.298, O7 1.411, H10 1.090
6 F 0.11792 -1.72129 0.42302  C5 1.298
7 O 0.01587 -0.62579 -1.47612  C2 1.278, C5 1.411
8 H 1.86096 0.79457 0.38655  C4 1.090
9 H 0.39217 0.45951 1.41554  C4 1.090
10 H 1.74746 -1.26421 -0.54652  C5 1.090
11 O 4.34658 6.77545 2.55269  C12 1.228
12 C 4.21697 5.85096 1.75414  O11 1.228, O13 1.340, O17 1.312
13 O 3.38500 4.80806 1.87583  C12 1.340, C14 1.460
14 C 3.61647 3.76936 0.87570  O13 1.460, C15 1.504, H18 1.090, H19 1.090
15 C 4.29164 4.64018 -0.14834  C14 1.504, F16 1.363, O17 1.432, H20 1.090
16 F 3.27680 5.04466 -0.96365  C15 1.363
17 O 4.82929 5.73649 0.59999  C12 1.312, C15 1.432
18 H 4.20558 2.96368 1.31379  C14 1.090
19 H 2.62042 3.36003 0.70712  C14 1.090
20 H 5.04081 4.09459 -0.72207  C15 1.090
21 O -2.38035 2.32175 2.71139  C22 1.275
22 C -2.45740 1.12140 3.13456  O21 1.275, O23 1.323, O27 1.386
23 O -3.36707 0.65452 3.97427  C22 1.323, C24 1.411
24 C -3.10269 -0.70411 4.24830  O23 1.411, C25 1.473, H28 1.090, H29 1.090
25 C -2.20228 -1.16982 3.17975  C24 1.473, F26 1.337, O27 1.474, H30 1.090
26 F -2.80908 -1.54513 2.04871  C25 1.337
27 O -1.50922 0.11885 3.00226  C22 1.386, C25 1.474
28 H -2.72198 -0.81898 5.26317  C24 1.090
29 H -4.05742 -1.21808 4.13685  C24 1.090
30 H -1.45432 -1.91564 3.44887  C25 1.090
31 C -3.71621 0.65160 -4.26855  N32 1.482, H35 1.090, H36 1.090, H37 1.090
32 N -5.17971 0.71030 -4.04130  C31 1.482, O33 1.233, O34 1.233
33 O -5.56791 1.69893 -3.41507  N32 1.233
34 O -5.82901 -0.27089 -4.41085  N32 1.233
35 H -3.53531 0.39902 -5.31334  C31 1.090
36 H -3.41323 -0.17458 -3.62534  C31 1.090
37 H -3.27750 1.60071 -3.96062  C31 1.090
38 C -0.59378 4.41826 -1.74645  N39 1.493, H42 1.090, H43 1.090, H44 1.090
39 N -1.71410 4.72866 -2.68270  C38 1.493, O40 1.249, O41 1.208
40 O -2.35552 5.75725 -2.38346  N39 1.249
41 O -2.04585 3.82724 -3.41607  N39 1.208
42 H -0.01009 5.27334 -1.40550  C38 1.090
43 H 0.09170 3.79629 -2.32211  C38 1.090
44 H -1.03242 3.92713 -0.87784  C38 1.090
45 C -1.42311 -3.96910 -2.51957  N46 1.445, H49 1.090, H50 1.090, H51 1.090
46 N -1.45027 -5.39983 -2.32243  C45 1.445, O47 1.235, O48 1.265
47 O -1.88057 -5.86294 -1.26123  N46 1.235
48 O -0.88586 -6.08181 -3.22652  N46 1.265
49 H -2.41478 -3.75525 -2.91828  C45 1.090
50 H -0.67427 -3.74642 -3.27966  C45 1.090
51 H -1.27305 -3.46476 -1.56499  C45 1.090
52 C 1.09271 -5.03587 0.36119  N53 1.481, H56 1.090, H57 1.090, H58 1.090
53 N 1.60410 -5.83062 -0.77955  C52 1.481, O54 1.252, O55 1.260
54 O 1.50878 -7.07808 -0.74060  N53 1.252
55 O 1.93764 -5.14083 -1.77939  N53 1.260
56 H 1.84921 -4.32216 0.68741  C52 1.090
57 H 0.92791 -5.66072 1.23898  C52 1.090
58 H 0.19378 -4.49671 0.06232  C52 1.090
59 C 2.80895 -1.92901 3.54567  N60 1.469, H63 1.090, H64 1.090, H65 1.090
60 N 3.36710 -0.83309 2.74280  C59 1.469, O61 1.274, O62 1.231
61 O 3.48941 0.36496 3.15852  N60 1.274
62 O 3.76152 -1.11245 1.61081  N60 1.231
63 H 2.06187 -2.64756 3.20854  C59 1.090
64 H 2.56498 -1.57339 4.54672  C59 1.090
65 H 3.73990 -2.46706 3.72434  C59 1.090

Computed properties:
Largest force on an atom, hartree/bohr: 0.1254
Kohn-Sham gap, eV: 9.24

These are the natural (NBO) partial charges, in e, on atoms 1 to 6: -0.582 0.981 -0.498 -0.136 0.438 -0.330

What is the largest force on an atom in the third record? 0.0595 hartree/bohr